Computed, not measured: a molecular structure, C23H38BN7O2PdS3, with ωB97M-V/def2-TZVPD.

Each line ends with the Mulliken charge.
Cartesian coordinates (Å):
Pd1 -0.9631 -0.5637 -1.1037  0.8073
C1 4.3172 -3.1101 -0.9343  -1.5305
C2 3.3025 -3.4434 0.1627  1.0852
C3 3.9904 -4.3077 1.2161  -2.1587
C4 2.0946 -4.1998 -0.3846  -1.5253
N1 2.8323 -2.1729 0.8293  0.4698
C5 2.9979 -1.9173 2.1543  -0.2256
C6 2.4608 -0.6925 2.4176  -1.1484
N2 1.9272 -0.1954 1.2681  0.4415
B1 1.3961 1.2881 1.2738  0.9483
N3 1.3831 1.9041 -0.1510  0.0322
C7 2.5782 2.2951 -0.7085  -1.3668
C8 2.3407 2.6900 -1.9767  -0.0358
N4 0.9906 2.5672 -2.2146  0.4958
C9 0.4165 2.0628 -1.0855  0.0634
S1 -1.2580 1.7548 -0.7792  -0.4179
C10 0.3765 2.8303 -3.5681  1.1963
C11 1.4613 3.4040 -4.4747  -2.1896
C12 -0.7469 3.8658 -3.4640  -1.5862
C13 -0.1074 1.5068 -4.1643  -1.3719
N5 0.0291 1.4078 2.0031  0.1147
C14 -0.2859 2.5490 2.6832  -1.1665
C15 -1.5317 2.4044 3.1962  -0.2746
N6 -1.9798 1.1534 2.8628  0.5541
C16 -1.0159 0.5635 2.1175  0.2154
S2 -1.0528 -0.9896 1.3782  -0.2205
C17 -3.3622 0.7079 3.2464  1.1290
C18 -4.3428 1.5186 2.3948  -1.4363
C19 -3.5515 0.9990 4.7379  -1.6782
C20 -3.5894 -0.7790 3.0095  -2.0213
C21 2.1227 -1.1275 0.2971  0.0925
S3 1.6270 -0.9710 -1.3276  -0.0152
H1 4.6983 -4.0412 -1.3496  0.4803
H2 5.1572 -2.5464 -0.5253  0.4095
H3 3.8766 -2.5441 -1.7477  0.3183
H4 4.3349 -5.2189 0.7333  0.4453
H5 3.3059 -4.5979 2.0146  0.4845
H6 4.8648 -3.8105 1.6399  0.5176
H7 2.4145 -5.1679 -0.7673  0.5190
H8 1.6191 -3.6647 -1.2048  0.3337
H9 1.3484 -4.3658 0.3908  0.4246
H10 3.5188 -2.5812 2.8190  0.6181
H11 2.4420 -0.1384 3.3410  0.6576
H12 2.1853 1.9147 1.9104  -0.1345
H13 3.4994 2.2768 -0.1515  0.6236
H14 3.0319 3.0774 -2.7015  0.6006
H15 1.8597 4.3389 -4.0781  0.5200
H16 1.0181 3.6207 -5.4442  0.4524
H17 2.2769 2.6986 -4.6390  0.4908
H18 -0.3982 4.7493 -2.9267  0.4018
H19 -1.6246 3.4792 -2.9631  0.3306
H20 -1.0419 4.1744 -4.4661  0.4822
H21 0.7252 0.8133 -4.2988  0.3480
H22 -0.5541 1.6949 -5.1399  0.5098
H23 -0.8661 1.0279 -3.5472  0.1950
H24 0.3958 3.3790 2.7541  0.6440
H25 -2.1134 3.0978 3.7748  0.5826
H26 -4.2489 2.5882 2.5830  0.3862
H27 -5.3625 1.2208 2.6349  0.4726
H28 -4.1688 1.3410 1.3313  0.2635
H29 -3.5713 2.0660 4.9541  0.4370
H30 -2.7579 0.5371 5.3267  0.4020
H31 -4.5023 0.5849 5.0674  0.4719
H32 -3.5683 -1.0328 1.9470  0.3990
H33 -4.5789 -1.0355 3.3843  0.5476
H34 -2.8655 -1.3947 3.5434  0.4756
N7 -3.3819 -1.1345 -1.6205  -0.4259
C22 -3.1866 -2.5755 -1.7682  -0.5636
C23 -1.6387 -2.7408 -1.5594  0.7872
O1 -1.2731 -3.2019 -0.4699  -0.5984
O2 -0.9494 -2.2391 -2.5065  -0.7196
H35 -4.0793 -0.8911 -0.9340  0.2164
H36 -3.5722 -0.6669 -2.4949  0.2199
H37 -3.4320 -2.9473 -2.7603  0.3707
H38 -3.6938 -3.1464 -0.9973  0.3265

Atomic forces in eV per Å
0.0 0.4 0.5
-0.1 0.2 0.2
0.2 -0.5 -0.3
0.0 0.1 0.1
-0.1 0.2 -0.1
-0.1 0.3 0.4
0.2 -0.2 -0.2
-0.2 0.4 -0.1
-0.2 -0.4 0.6
-0.2 0.2 -0.5
0.0 0.0 -0.1
0.2 -0.1 0.0
0.2 0.1 0.1
-0.1 -0.4 0.4
0.0 0.6 0.0
-0.1 0.3 -0.5
-0.2 0.1 -0.3
0.1 0.0 0.0
0.2 0.0 0.2
0.0 0.0 0.1
-0.1 0.1 0.1
0.2 0.0 -0.1
-0.1 0.0 0.0
0.3 0.1 0.2
0.1 -0.1 0.0
-0.2 0.1 -0.3
-0.6 -0.1 0.0
0.1 0.0 0.0
0.2 0.0 0.0
0.3 0.0 0.0
0.2 0.2 -0.8
-0.1 -0.4 0.4
0.0 0.0 0.0
0.0 0.0 0.0
-0.1 0.1 -0.1
0.0 0.0 0.0
0.0 0.0 0.0
0.0 -0.1 0.0
0.1 0.0 0.0
-0.1 0.0 0.0
0.0 0.0 0.0
-0.1 0.0 0.0
0.1 0.0 0.0
0.0 0.0 0.1
0.0 0.0 0.0
-0.1 0.0 0.1
0.0 0.0 -0.1
0.0 0.0 0.0
0.0 0.0 0.0
0.0 0.0 0.0
-0.1 -0.1 0.1
0.0 0.0 0.0
0.0 0.0 0.0
0.0 0.0 0.0
-0.1 0.0 0.1
0.0 0.0 0.0
0.0 0.0 0.0
0.0 0.0 0.0
0.0 0.0 0.0
0.0 0.0 0.0
0.0 0.0 0.0
0.0 0.0 0.0
0.0 0.0 0.0
0.0 0.0 0.0
0.0 0.1 0.0
0.0 0.0 0.0
0.5 0.3 0.2
1.1 -0.6 -0.1
-2.0 -1.3 0.1
0.6 0.2 -0.2
0.7 0.3 0.1
-0.1 0.0 0.0
-0.1 0.1 0.0
-0.2 0.1 0.0
-0.2 0.1 0.0

The value obtained for the max |F| is 2.34 eV Å⁻¹. The calculation puts the HOMO-LUMO gap (alpha / beta) at 8.9 / 4.9 eV. The multiplicity is 5. The expectation value of S² is 6.041. The value obtained for the relative energy (zero: lowest compared OMol25 entry of this formula, charge and spin) is 13.5 kcal per mole. The value obtained for the lowest unoccupied orbital energy (alpha / beta) is -4.663 / -9.148 eV. The HOMO energy (alpha / beta) is -13.554 / -14.013 eV. Its energy is -75643.056 eV. As for the net charge: +2.